1.
DFT (ωB97M-V/def2-TZVPD) results for a molecular structure, C5H12NO in a non-equilibrium geometry.

Element x y z (Å)
C1 -0.117 0.237 -0.719
H1 1.240 -1.881 0.761
H2 1.782 0.415 0.088
H3 -1.722 2.162 1.230
C2 -0.975 -1.950 1.294
H4 0.989 1.909 -1.513
H5 0.435 -0.151 -1.670
H6 -1.593 -1.850 2.173
H7 -1.162 -0.008 -0.596
H8 -0.985 -3.118 1.185
H9 0.865 -1.799 2.657
C3 0.711 0.633 0.482
H10 -1.283 -1.457 0.416
C4 0.213 1.135 -1.797
O1 -0.388 1.323 -2.958
H11 0.545 1.665 0.672
C5 0.528 -1.413 1.625
H12 -1.543 1.978 0.528
N1 0.482 -0.042 1.775

Net charge: -1
Multiplicity: 1
M in g mol⁻¹: 102.157
Highest occupied orbital energy in eV: -1.84
Energy above the lowest of the compared OMol25 structures with the same formula, charge and spin in kcal per mole: 119.67
E in eV: -8911.8745

Atom charges from the Mulliken analysis, given in e for atoms 1 to 5: -0.082, 0.255, 0.370, 0.272, -0.983

***

2.
DFT (ωB97M-V/def2-TZVPD) results for a molecular structure, C17H19N5O2W in a non-equilibrium geometry.

Element x y z (Å)
C1 -1.231 -1.268 0.889
C2 1.145 -2.996 -0.208
N1 0.117 3.239 2.869
C3 1.629 -0.950 -1.397
C4 -3.339 -2.856 -1.610
C5 1.888 3.774 -2.727
C6 0.722 -2.886 -2.586
C7 -1.115 0.073 -1.756
C8 -0.887 2.323 2.667
H1 2.743 -0.442 4.978
H2 0.814 4.924 1.713
H3 0.971 4.215 -3.142
C9 0.098 4.132 1.834
H4 -4.733 -3.118 -3.115
C10 1.658 3.291 -1.374
H5 0.870 3.133 3.540
H6 -1.300 4.204 0.090
C11 1.213 -1.577 -2.577
O1 -1.680 -1.022 1.955
W1 -0.288 -1.731 -1.082
H7 2.676 4.542 -2.688
O2 -1.385 1.120 -2.213
H8 1.172 -0.992 -3.488
C12 1.466 0.131 3.458
H9 0.987 -0.558 5.360
H10 1.765 -1.775 4.273
H11 -5.398 -2.768 -1.462
H12 -4.705 -4.391 -1.839
C13 1.752 -0.719 4.588
C14 -4.630 -3.311 -2.034
H13 1.088 -3.532 0.733
N2 1.529 2.862 -0.297
C15 -0.956 3.744 1.010
H14 1.950 0.089 -1.385
N3 -2.300 -2.412 -1.355
C16 0.672 -3.611 -1.378
N4 1.305 0.879 2.583
H15 0.288 -4.637 -1.364
N5 -1.539 2.622 1.550
H16 -1.097 1.502 3.344
H17 1.874 -1.173 0.732
C17 1.591 -1.666 -0.197
H18 2.226 2.948 -3.379
H19 0.374 -3.354 -3.512

Net charge: +4
Multiplicity: 3
M in g mol⁻¹: 509.212
⟨S²⟩: 2.018
Highest occupied orbital energy (spin up / spin down) in eV: -21.03 / -21.96
Energy above the lowest of the compared OMol25 structures with the same formula, charge and spin in kcal per mole: 18.96
E in eV: -31258.9742

Atom charges from the Mulliken analysis, given in e for atoms 1 to 5: 0.172, -0.298, 0.074, -0.015, 0.430

***

3.
DFT (ωB97M-V/def2-TZVPD) results for C5H7N3 in the gas phase in a non-equilibrium geometry.

Element x y z (Å)
N1 2.661 -0.347 0.019
N2 -0.722 2.038 -0.054
C1 -1.958 -0.169 0.055
H1 -1.797 -2.491 -0.022
C2 -0.749 0.776 0.005
N3 0.389 -0.018 0.016
C3 0.031 -1.379 -0.052
H2 0.831 -2.126 -0.069
H3 -1.691 2.377 -0.010
C4 1.685 0.446 0.017
H4 3.515 0.186 0.016
C5 -1.299 -1.538 -0.024
H5 1.729 1.550 0.001
H6 -2.507 -0.025 0.985
H7 -2.633 0.005 -0.782

Net charge: 0
Multiplicity: 1
SMILES string: [H]/N=C/N1C=CC/C1=N\[H]
M in g mol⁻¹: 109.132
Highest occupied orbital energy in eV: -8.38
Energy above the lowest of the compared OMol25 structures with the same formula, charge and spin in kcal per mole: 28.38
E in eV: -9768.1570

Atom charges from the Mulliken analysis, given in e for atoms 1 to 5: -0.601, -0.720, -0.394, 0.398, 0.261